Below is 8 unconnected molecules or ions with the total composition C68H69Br2F2N4O35, with properties calculated with the ωB97M-V functional and the def2-TZVPD basis.

XYZ file:
```
180
C68H69Br2F2N4O35, DFT the ωB97M-V functional and the def2-TZVPD basis
C 0.17 -0.75 6.38
C -0.72 -1.15 5.18
C 0.13 -1.61 3.99
O -0.69 -1.66 2.83
C -0.35 -2.61 1.81
C -0.71 -3.98 2.40
C -2.10 -3.98 3.09
O -1.95 -4.23 4.49
C -3.18 -4.24 5.10
O -3.55 -5.13 5.79
C 1.14 -2.45 1.32
C 2.25 -3.20 2.10
C 3.30 -3.88 1.14
C 3.09 -2.40 3.16
C 3.23 -3.13 4.53
C 4.71 -3.45 4.87
N 1.42 -1.00 0.98
C 2.79 -0.68 0.53
O 3.41 0.11 1.19
N 3.37 -1.23 -0.59
C 4.79 -1.06 -0.66
O 5.29 -0.55 -1.62
F 5.57 -1.44 0.36
C 0.40 -0.33 0.05
C 0.43 -0.80 -1.40
O 0.95 -1.81 -1.79
N -0.29 -0.04 -2.34
C 0.09 -0.34 -3.69
O -0.68 -0.84 -4.44
F 1.34 -0.11 -4.11
C 0.53 1.16 0.32
Br -0.34 1.93 1.88
C 1.25 2.07 -0.35
C 1.31 3.54 0.01
Br 2.36 1.62 -1.84
C -1.09 -0.78 0.42
N -1.16 -2.17 0.70
C -1.74 -3.08 -0.29
C -3.21 -3.46 0.10
C -0.89 -4.27 -0.82
C -1.71 -5.56 -1.11
H -0.51 -0.38 7.15
H 0.84 0.06 6.07
H 0.68 -1.61 6.81
H -1.29 -0.28 4.84
H -1.40 -1.93 5.53
H 0.70 -2.51 4.27
H 0.87 -0.80 3.86
H -0.06 -4.28 3.22
H -0.72 -4.83 1.72
H -2.67 -4.83 2.69
H -2.69 -3.09 2.86
H -3.80 -3.33 4.94
H 1.15 -2.96 0.35
H 1.89 -4.08 2.64
H 4.12 -3.21 0.89
H 3.72 -4.77 1.62
H 2.81 -4.22 0.22
H 4.12 -2.33 2.79
H 2.78 -1.36 3.29
H 2.90 -2.43 5.31
H 2.61 -4.03 4.60
H 5.09 -4.25 4.22
H 5.28 -2.53 4.71
H 4.77 -3.73 5.92
H 1.29 -0.50 1.87
H 3.04 -2.15 -0.86
H -0.29 0.96 -2.12
H 0.31 3.98 0.04
H 1.84 3.62 0.97
H 1.89 4.10 -0.72
H -1.72 -0.56 -0.45
H -1.52 -0.14 1.19
H -1.92 -2.50 -1.21
H -3.58 -2.59 0.65
H -3.29 -4.37 0.68
H -3.83 -3.51 -0.80
H -0.05 -4.58 -0.19
H -0.44 -4.02 -1.79
H -2.58 -5.30 -1.73
H -1.14 -6.28 -1.69
H -2.08 -5.97 -0.17
C 3.81 6.79 -4.37
C 3.20 5.81 -3.70
C 1.73 5.86 -3.40
O 1.22 4.92 -2.80
C 0.98 7.02 -3.83
C 1.58 8.01 -4.50
C 3.05 7.95 -4.83
O 3.55 8.87 -5.45
O 0.93 9.09 -4.91
O 3.85 4.73 -3.26
H 4.87 6.77 -4.59
H -0.07 7.04 -3.59
H 1.60 9.64 -5.37
H 3.19 4.18 -2.81
C -2.73 6.84 -7.18
C -3.30 6.03 -8.08
C -3.59 4.59 -7.77
O -4.12 3.90 -8.61
C -3.19 4.08 -6.46
C -2.62 4.89 -5.56
C -2.36 6.34 -5.87
O -1.85 7.04 -5.01
O -2.24 4.47 -4.35
O -3.65 6.45 -9.29
H -2.52 7.88 -7.40
H -3.39 3.04 -6.25
H -1.86 5.25 -3.91
H -4.04 5.67 -9.74
C -8.53 -1.74 2.53
C -7.25 -1.79 2.16
C -6.85 -1.92 0.72
O -5.66 -1.94 0.44
C -7.90 -2.01 -0.28
C -9.18 -1.96 0.09
C -9.59 -1.81 1.52
O -10.77 -1.75 1.80
O -10.17 -2.04 -0.80
O -6.25 -1.73 3.05
H -8.83 -1.64 3.56
H -7.59 -2.12 -1.31
H -11.00 -1.98 -0.28
H -5.43 -1.79 2.52
C -5.81 2.78 7.13
C -4.71 2.02 7.14
C -4.54 0.87 6.19
O -3.51 0.22 6.23
C -5.62 0.58 5.26
C -6.72 1.34 5.25
C -6.88 2.51 6.18
O -7.90 3.17 6.11
O -7.74 1.11 4.42
O -3.71 2.23 7.98
H -5.94 3.61 7.80
H -5.49 -0.26 4.59
H -8.40 1.80 4.62
H -3.04 1.55 7.78
C 3.47 -0.68 -6.38
C 4.44 0.23 -6.47
C 5.71 -0.05 -7.23
O 6.55 0.83 -7.29
C 5.86 -1.35 -7.85
C 4.88 -2.27 -7.76
C 3.61 -1.98 -7.02
O 2.75 -2.84 -6.98
O 4.98 -3.47 -8.31
O 4.35 1.43 -5.89
H 2.55 -0.49 -5.83
H 6.78 -1.55 -8.38
H 4.15 -3.93 -8.10
H 5.19 1.89 -6.11
C -3.42 1.53 11.93
C -4.16 0.87 11.03
C -4.62 -0.54 11.27
O -5.30 -1.08 10.42
C -4.22 -1.19 12.51
C -3.48 -0.53 13.41
C -3.04 0.89 13.18
O -2.39 1.44 14.04
O -3.10 -1.09 14.55
O -4.53 1.41 9.87
H -3.09 2.55 11.77
H -4.55 -2.21 12.66
H -2.58 -0.40 15.02
H -5.05 0.72 9.42
C 9.16 0.74 -9.61
C 10.13 1.66 -9.70
C 11.40 1.41 -10.46
O 12.23 2.29 -10.52
C 11.58 0.10 -11.08
C 10.61 -0.82 -10.99
C 9.33 -0.56 -10.25
O 8.48 -1.43 -10.22
O 10.73 -2.03 -11.54
O 10.02 2.86 -9.13
H 8.24 0.91 -9.07
H 12.50 -0.08 -11.60
H 9.91 -2.50 -11.33
H 10.85 3.33 -9.34
```

Results
Max |F| = 3.269 eV/A
Orbital gap = 0.27016 Eh
Highest occupied orbital energy = -10.6 eV
Total charge = +1
LUMO energy = -3.28 eV

---

Below is a molecular structure, C68H81GeN3O6Sc, with properties calculated with the ωB97M-V functional and the def2-TZVPD basis.

XYZ file:
```
160
C68H81GeN3O6Sc, DFT the ωB97M-V functional and the def2-TZVPD basis
Sc 0.28 1.44 -0.74
C -2.79 2.64 -0.98
O -1.71 2.18 -0.14
C -2.16 1.87 1.16
C -2.88 0.70 1.38
C -3.22 -0.42 0.41
C -2.66 -0.80 -0.95
C -3.69 -1.24 -1.82
C -3.53 -2.18 -2.79
C -2.14 -2.70 -2.94
C -0.99 -2.66 -0.75
C -0.83 -2.88 0.75
C 0.59 -2.54 1.18
C 1.60 -3.48 1.00
C 2.94 -3.20 1.23
C 3.24 -1.92 1.66
C 2.28 -0.94 1.90
C 2.84 0.44 2.27
C 2.00 1.49 2.94
C 2.12 1.71 4.31
C 1.40 2.69 4.97
C 0.50 3.43 4.21
C 0.34 3.23 2.85
C -0.83 3.84 2.11
C -1.91 2.78 2.18
C -2.53 2.58 3.41
C -3.33 1.47 3.66
C -3.45 0.54 2.64
C -4.03 1.24 4.99
C -3.59 -0.12 5.57
C -5.55 1.23 4.77
C -3.70 2.32 6.02
C 1.13 2.28 2.20
O 1.03 2.15 0.88
C 1.51 2.95 6.48
C 1.89 4.42 6.72
C 0.16 2.66 7.14
C 2.57 2.07 7.13
C 0.94 -1.29 1.68
O -0.07 -0.37 1.93
C -0.55 -0.40 3.27
C 4.05 -4.22 1.01
C 3.53 -5.51 0.37
C 4.67 -4.57 2.37
C 5.13 -3.63 0.10
C -1.22 -1.24 -1.29
O -0.24 -0.35 -0.90
C -4.62 -2.67 -3.72
C -4.68 -4.20 -3.67
C -4.28 -2.22 -5.16
C -5.99 -2.11 -3.35
H -3.27 3.49 -0.48
H -3.50 1.83 -1.13
H -2.36 2.95 -1.93
H -4.29 -0.31 0.25
H -3.15 -1.33 1.02
H -4.69 -0.86 -1.62
H -1.98 -3.21 -3.89
H -1.03 -3.93 0.98
H -1.54 -2.28 1.31
H 1.31 -4.47 0.67
H 4.28 -1.65 1.85
H 3.21 0.88 1.33
H 3.71 0.26 2.89
H 2.81 1.08 4.86
H -0.13 4.18 4.69
H -0.57 4.08 1.08
H -1.16 4.75 2.61
H -2.33 3.30 4.19
H -4.02 -0.37 2.81
H -3.91 -0.95 4.94
H -4.03 -0.26 6.56
H -2.51 -0.16 5.67
H -5.84 0.44 4.06
H -5.88 2.18 4.36
H -6.07 1.05 5.71
H -2.63 2.37 6.22
H -4.20 2.10 6.96
H -4.04 3.31 5.69
H 1.13 5.10 6.33
H 2.84 4.66 6.25
H 1.98 4.61 7.80
H -0.61 3.35 6.80
H 0.24 2.75 8.23
H -0.17 1.64 6.91
H 3.56 2.21 6.68
H 2.32 1.01 7.06
H 2.65 2.32 8.19
H 0.27 -0.52 3.97
H -1.27 -1.22 3.40
H -1.04 0.56 3.45
H 2.81 -6.02 1.01
H 4.37 -6.19 0.20
H 3.06 -5.31 -0.60
H 3.92 -4.99 3.05
H 5.10 -3.69 2.85
H 5.47 -5.31 2.25
H 4.69 -3.27 -0.84
H 5.87 -4.39 -0.15
H 5.65 -2.80 0.57
H -3.72 -4.65 -3.96
H -5.44 -4.57 -4.36
H -4.93 -4.54 -2.67
H -3.31 -2.59 -5.48
H -4.27 -1.13 -5.23
H -5.04 -2.60 -5.85
H -6.28 -2.40 -2.34
H -6.74 -2.50 -4.04
H -6.02 -1.02 -3.43
N 2.15 2.97 -1.61
C 1.37 4.09 -2.14
C 0.03 3.59 -2.67
O -0.75 4.35 -3.20
O -0.18 2.32 -2.47
H 2.82 3.28 -0.90
H 2.68 2.52 -2.35
H 1.87 4.65 -2.92
H 1.15 4.79 -1.33
C 2.16 -2.21 -5.51
Ge 1.25 -0.90 -4.38
C 0.05 0.25 -5.38
C -0.99 -0.36 -6.08
C -1.90 0.40 -6.80
C -1.79 1.78 -6.82
C -0.76 2.40 -6.13
C 0.15 1.64 -5.42
C 2.69 -0.03 -3.36
C 2.87 -0.36 -2.04
C 4.02 0.05 -1.32
C 4.97 0.81 -1.93
C 4.83 1.19 -3.29
C 5.80 1.99 -3.93
C 5.67 2.33 -5.25
C 4.55 1.89 -5.98
C 3.59 1.12 -5.38
C 3.69 0.76 -4.01
H 2.55 -1.74 -6.41
H 1.46 -2.99 -5.79
H 2.99 -2.66 -4.97
H -1.09 -1.44 -6.05
H -2.71 -0.09 -7.34
H -2.51 2.37 -7.37
H -0.69 3.48 -6.12
H 0.94 2.14 -4.87
H 2.12 -0.95 -1.51
H 4.14 -0.26 -0.29
H 5.86 1.12 -1.39
H 6.66 2.32 -3.36
H 6.42 2.95 -5.73
H 4.45 2.15 -7.03
H 2.74 0.79 -5.96
N 0.67 -3.09 -2.72
C -0.18 -3.56 -1.65
C -1.67 -3.58 -1.77
C -1.17 -1.51 -2.81
N 0.12 -1.89 -3.33
H 1.54 -2.82 -2.25
H 0.26 -4.42 -1.17
H -2.24 -4.45 -1.49
H -1.52 -0.64 -3.37
```

Results
ΔE to the lowest compared entry with this formula, charge and spin = 2.818 eV
Max |F| = 0.772 eV/A
Orbital gap (spin up / spin down) = 0.25547 / 0.26509 Eh
Highest occupied orbital energy (spin up / spin down) = -6.6 / -7.0 eV
Expectation value of S² = 0.778
Spin multiplicity = 2
LUMO energy (spin up / spin down) = 0.30 / 0.18 eV